Molecular formula: C36H39BaBr2ClN2O8P2
Method: DFT, the ωB97M-V functional and the def2-TZVPD basis

Calculated values
orbital gap = 4.33 eV
highest occupied orbital energy = -0.643 eV
LUMO level = 3.684 eV

Geometry as ORCA input:
```
! wB97M-V def2-TZVPD RIJCOSX def2/J DEFGRID3
* xyz -2 1
H 0.51209 5.42535 -4.27598
H -3.36070 2.65852 6.35522
C 0.00020 2.06655 -4.22709
C -2.75820 1.55389 4.62651
C 1.09622 1.02594 3.53205
O -1.26610 -1.13582 1.90311
H -3.37790 -0.93778 -2.05059
P -2.14820 -0.00930 2.40491
H 2.60466 5.11013 3.78554
C 2.86581 -0.31894 2.21667
H 1.50346 0.60265 -4.64381
C 1.01636 4.22666 2.66272
H -4.31791 6.92977 -1.41679
C -2.27914 1.60820 1.27131
H -1.71084 1.42142 -3.34984
C -3.09511 -0.68596 -1.01649
H -1.31077 5.46734 5.48765
C 2.23258 2.60081 -4.96433
C -3.70282 6.20314 -0.90015
H 3.69371 -0.94447 -0.51444
C 4.24710 -0.72890 -1.44331
H -1.25630 6.02530 1.42277
H -3.27637 -2.13934 3.83008
Ba -0.17860 0.42734 0.26469
H 1.12116 5.90434 5.59824
H -3.24750 2.06156 1.46593
C -1.21302 -0.24350 5.00093
O -3.29665 -3.80902 1.00440
O 0.07001 2.87388 0.06956
C 0.70506 5.37550 4.74937
H 3.88947 -1.35422 -2.25515
C -3.80551 4.85326 -1.20933
H -1.95257 1.33237 7.90393
O -3.79361 -1.82678 -0.21061
C -2.10449 4.32070 0.43274
C -4.97808 0.06504 1.91994
H -0.62224 -1.06404 4.61337
Br 0.80468 -1.11745 -2.25080
H -2.29423 1.20689 0.20214
H -3.39868 2.12241 3.96014
H -0.57056 -0.52297 7.02172
C -1.98523 0.50985 4.13412
O 0.39124 1.27811 2.47648
C 1.97402 3.96223 -4.85910
C -0.34933 3.98764 2.60590
H -1.22588 3.76734 -3.75487
N -1.02354 1.14876 -4.03813
C -2.74661 1.85021 5.97622
H 3.70074 -0.98143 2.54274
N 2.25107 -0.73106 0.98904
C -1.98516 5.68071 0.70158
H 5.32985 -0.74860 -1.34630
C 1.53862 4.93130 3.73348
C -3.00900 3.92802 -0.55690
C -5.39318 -2.14215 3.53678
O -3.95114 -3.98353 -1.25127
P -0.95185 3.07985 1.18654
C -4.11577 -1.64652 3.35396
H -3.09862 2.88588 -0.83901
C 1.26976 1.65981 -4.64360
C 1.92833 -0.24070 3.47365
H 3.21409 2.26021 -5.27143
C 0.72522 4.37013 -4.40820
C -1.96161 1.10092 6.84595
C -2.78080 6.61339 0.04795
Br 3.71957 1.08430 -1.87037
H -2.25978 4.27942 3.54866
C -0.25140 3.43873 -4.10245
C -6.47123 -1.54334 2.89846
H -2.67169 7.66539 0.28260
H 1.26984 -1.11185 3.40265
C -1.19584 0.05693 6.35524
H 2.48732 -0.27799 4.41524
C -6.25983 -0.43909 2.09050
H -3.88148 0.04001 -0.71247
H -0.70048 0.20626 -3.81908
H -7.08901 0.02451 1.57045
Cl -3.13831 -3.27920 -0.31183
C -1.19030 4.44718 3.60916
H -4.84654 0.92296 1.27558
H -5.54586 -3.00906 4.16724
C -0.66000 5.13249 4.68919
O -1.79774 -3.15444 -0.72832
H -4.50272 4.51756 -1.96696
C -3.89243 -0.54287 2.53482
H 2.74242 4.68964 -5.09054
H 1.65443 3.83844 1.87903
H 1.96189 -1.70439 1.13178
H -7.46972 -1.94406 3.02354
H 3.30673 0.67962 2.06829
O 1.09897 1.75948 4.52498
*
```


Molecular formula: C36H39BaBr2ClN2O8P2
Method: DFT, the ωB97M-V functional and the def2-TZVPD basis

Calculated values
orbital gap = 4.71 eV
highest occupied orbital energy = -1.157 eV
LUMO level = 3.551 eV

Geometry as ORCA input:
```
! wB97M-V def2-TZVPD RIJCOSX def2/J DEFGRID3
* xyz -2 1
H -7.35273 0.52283 -0.84608
C 0.77986 -6.42214 0.64578
H 3.66237 -7.48166 -0.78804
C -4.66272 0.70017 1.21567
C 2.93276 -2.03038 -0.13504
H 0.84982 -4.95268 4.71009
C 1.80193 -3.54957 3.40262
C 1.79486 -4.65763 -0.63173
C 2.81886 -3.34851 2.47601
H 1.56970 2.60577 -0.25360
C 2.51541 -5.82882 3.67799
C 1.55255 1.50010 -4.12053
C 2.54121 -2.93083 -2.82240
H 4.29922 0.41320 0.35309
Cl -3.00295 -3.18347 0.53615
H 5.43025 -2.56328 -4.54384
H -4.50118 -0.34286 3.08462
H 5.13783 -2.40221 3.50707
C -5.14258 -0.13134 2.23626
H -0.12281 -2.58711 1.46554
H 0.73456 -0.22192 -3.48000
O 0.37518 -2.37580 -1.27296
H -0.03199 -6.77131 1.27095
H -3.04238 1.65894 0.44562
C 6.18136 0.60777 1.32558
Ba 0.43787 -0.03508 0.05384
H 3.63422 -5.16476 -1.62894
O -2.31995 -4.11783 -0.30069
C 3.27087 0.44122 -2.52420
Br -1.79754 1.37988 -1.89747
H 3.69048 1.82971 -4.06694
C 1.66773 -3.11603 -3.89433
H 1.46609 -3.24134 -6.01765
H 3.04936 -1.04324 -0.63325
C 2.85296 -6.81727 -0.51015
C 6.67182 -0.96407 3.08152
H -6.72668 -1.37513 2.93814
H 6.46247 1.45268 0.71153
H 0.60502 -3.20375 -3.70637
H 1.11912 -2.73907 3.62042
H -0.88815 -1.76819 2.82454
H -0.06868 -4.46396 0.41625
C 3.89912 -2.73872 -3.06199
C -6.74170 0.34531 0.03235
H 1.26186 2.13932 -3.27878
C 5.43294 -1.56210 2.89013
C 7.04396 0.11833 2.29908
C 3.51094 -2.95856 -5.42369
C 3.68247 -4.39201 2.14956
H 1.83251 -8.29179 0.66796
C 4.94526 0.01655 1.12951
N 0.63107 0.37305 -4.29869
C -5.48915 0.92797 0.10714
H 4.46834 -4.24321 1.41702
C 1.82316 -7.27087 0.30460
C 4.56931 -1.07784 1.91487
H -0.31561 0.73098 -4.18921
H -5.10812 1.53199 -0.70752
C -6.39429 -0.71278 2.14634
H 4.19250 -6.44445 2.48151
H 7.34087 -1.34198 3.84474
O -4.18910 -3.75138 1.08285
H 3.22293 0.23669 -4.64088
P 1.75663 -2.94371 -1.19986
H -8.18875 -0.94571 0.97618
H 3.89568 -2.52992 -0.29441
C -7.21395 -0.47886 1.04854
H 3.88811 -2.94819 -6.43919
C 1.65358 -4.79313 4.00299
H 2.38922 -6.80221 4.13654
H 4.58355 -2.51297 -2.25640
O -2.10508 -3.00056 1.82313
C 2.15458 -3.13237 -5.19042
H 8.00960 0.58556 2.45009
O 4.42580 0.06766 -2.26023
N -3.44018 1.32367 1.31837
C 4.38027 -2.75293 -4.36276
C 0.75992 -5.11594 0.17625
C 2.97764 1.01620 -3.91088
O 1.85544 -0.80055 2.17788
C 2.83999 -5.51203 -0.97677
H 0.58870 4.00730 -0.15273
C 1.42048 3.50989 0.36980
O 2.29229 0.36689 -1.70986
Br 0.26611 2.67334 1.92043
H 1.51422 2.11175 -5.02792
C -0.99943 -1.97213 1.75355
O -3.19322 -1.93578 -0.09099
H -2.73871 0.84324 1.87046
P 2.90861 -1.73696 1.67852
C 3.53152 -5.63014 2.75015
*
```


Molecular formula: C36H39I2N4O2Sn
Method: DFT, the ωB97M-V functional and the def2-TZVPD basis

Calculated values
orbital gap = 6.38 eV
highest occupied orbital energy = -16.311 eV
LUMO level = -9.935 eV

Geometry as ORCA input:
```
! wB97M-V def2-TZVPD RIJCOSX def2/J DEFGRID3
* xyz 3 1
H -1.95765 5.77134 0.76542
H -8.36252 -2.71960 -3.87335
C -5.10372 -0.78819 1.05100
H -1.83844 -5.21040 -1.77149
C -6.87154 -1.94358 -0.93524
H 5.78413 -1.53175 5.53803
C 4.56535 0.42765 -3.49001
H -6.24017 -1.96203 2.48054
C 4.23326 2.70377 -2.46929
H -4.64043 2.86065 -0.84891
H -7.72940 -2.93015 0.81426
H 5.33490 0.80730 -4.16167
H 0.71117 2.06745 2.28519
H 6.80075 -1.98327 3.31415
C -5.92517 -1.02543 -1.42245
C -3.42604 4.43946 -0.06867
C 2.08095 -0.68342 1.07874
H 0.77220 1.35495 -3.63587
C -1.45270 3.74339 1.19202
H 4.69855 2.37635 -1.53750
C 1.20165 -1.89756 2.84795
H 4.12483 -0.10293 1.23576
C 3.54346 1.54583 -3.21250
C 5.82469 -1.98635 2.82897
H 4.09209 -1.07970 5.70012
N 1.03499 -1.30913 1.65439
H 2.47171 -2.35381 4.48697
C -3.77211 3.13040 -0.26091
H -6.72604 -1.06770 -4.71005
C 0.17734 0.38316 -1.84374
H 5.06229 0.08737 -2.57983
H 4.64528 0.98584 4.20200
C -1.79946 2.41824 1.01891
H 2.29216 2.88561 -4.40271
O -1.14339 1.38037 1.58541
H 4.54466 -2.70252 5.13025
C 3.30105 -0.61477 1.71108
C -0.23487 1.68971 2.67203
C -6.14331 -1.72085 1.43139
C -2.94436 2.10177 0.24505
C 5.34013 0.33712 3.66446
C -5.04515 -0.41624 -0.45084
H 4.09341 -0.43178 -3.96982
I -2.97952 -2.80847 -2.02029
H 5.95336 -1.60129 1.81512
H 3.81890 2.43589 -5.14537
C 1.10377 0.95229 -2.69045
N -4.11045 0.40554 -0.70906
I 0.17245 -3.85687 -0.66943
H 5.01905 3.11591 -3.10217
H -0.69456 2.41365 3.34086
N -3.12767 0.78594 -0.04171
C 4.79937 -1.64201 5.08634
H -8.45796 -3.27139 -1.46821
H 2.50611 1.26983 -5.11693
C -7.73452 -2.55160 -1.82983
C 3.49450 -1.19776 2.97120
C -6.75405 -1.31933 -3.65874
H 3.80234 0.43768 -0.74870
C 1.80168 -0.09384 -0.25819
C 4.84945 -1.11951 3.65097
H 5.48903 0.73910 2.66105
C -7.67796 -2.24150 -3.18579
C 2.99371 2.06014 -4.54211
C 2.44955 0.98366 -2.32348
H -0.07434 0.75910 3.20713
H 6.30194 0.38254 4.17420
N 0.51055 -0.13230 -0.65223
C -1.41977 -4.24641 -2.03084
C -2.25314 4.73746 0.64022
H 5.48171 -3.02065 2.76642
H -0.57345 4.01615 1.75834
H 0.34123 -2.40842 3.26546
C 2.40067 -1.86489 3.52672
C 2.77142 0.44532 -1.07121
H 3.52824 3.50615 -2.24315
C -5.87267 -0.71149 -2.77879
H -0.86783 0.32165 -2.12563
H -4.03335 5.23300 -0.48027
C -6.95401 -2.24107 0.49879
H -5.15474 0.01470 -3.14198
O -4.25045 -0.31437 1.76314
Sn -0.98291 -1.16318 0.64355
H -0.99018 -4.24591 -3.02422
*
```


Molecular formula: C36H39IrNPS3Si
Method: DFT, the ωB97M-V functional and the def2-TZVPD basis

Calculated values
orbital gap (alpha / beta) = 7.82 / 6.20 eV
highest occupied orbital energy (alpha / beta) = -12.280 / -13.944 eV
LUMO level (alpha / beta) = -4.459 / -7.740 eV

Geometry as ORCA input:
```
! wB97M-V def2-TZVPD RIJCOSX def2/J DEFGRID3
* xyz 2 5
C -0.73528 0.95190 3.44203
C -2.31897 -0.79514 -0.60158
C 0.87887 -1.44933 -3.22384
C -0.75389 2.76987 0.60260
S 2.27610 0.80426 -2.27146
H -3.73470 -2.20755 2.13690
C 4.06580 0.71163 -1.98907
C -3.09232 2.31587 0.23085
C -1.75066 2.00381 -0.00062
C -1.10327 3.79232 1.47440
C -1.35057 2.41246 -4.72589
C -3.43563 3.34324 1.08876
C -1.53543 1.80934 4.17912
H 4.25743 1.50788 -1.26808
H 3.61742 -4.07387 3.92358
H 1.65097 -5.42819 3.29239
H -3.34979 -3.78444 -1.82403
H 0.92937 2.97346 -0.52240
H -0.70054 3.06551 -5.29310
C -1.03276 3.03310 4.60650
H 5.66298 -0.50667 -1.28163
H -1.12298 -0.01729 3.14986
H -2.21745 -1.73438 -2.54383
C 2.76679 -3.60352 3.44816
H -0.30739 -4.35259 2.23257
C 1.68056 -1.61341 2.60380
C 2.44218 -3.07788 -1.52286
H 2.79096 -3.16456 0.61421
H -3.70878 0.14254 -2.67330
H -4.47656 3.57452 1.26818
H 3.08545 0.77693 2.23793
H -0.08570 -0.94984 -3.31435
C -3.43494 1.23931 -4.48753
C 0.26857 3.39938 4.29605
H 1.21584 2.82372 1.08380
H -0.32712 4.37919 1.95022
H 2.97960 -2.85367 -2.44285
C 1.06610 2.54635 3.54543
H -0.29875 -1.93633 1.78753
H 4.54971 0.99614 -2.92473
H 0.01461 2.25114 -3.09410
C 0.57030 -2.39527 2.25393
C -3.60345 -3.13222 0.20480
H -3.86951 1.73717 -0.25353
C 0.57614 1.30894 3.11331
N 0.63285 2.49100 0.32178
C 2.78160 -2.23735 3.19842
H 1.80476 0.01856 -4.47992
Si 1.72685 0.19714 2.17872
C -3.17504 -2.99210 -1.10852
H 2.16362 -4.13108 -1.56063
C 2.01415 -0.48600 -3.53660
C -2.74855 -0.94353 0.71777
H -4.40946 0.97092 -4.87262
C 0.55928 -3.76066 2.49749
P -1.29004 0.61829 -1.06314
C -2.59348 2.05522 -5.23046
Ir 0.96987 0.04585 -0.28431
C -3.03706 0.76999 -3.24441
H -2.54459 1.51894 4.44211
C 1.66011 -4.36456 3.09412
H 4.20893 -3.44612 -0.38548
H 4.50154 -1.40623 -2.22999
C -3.39049 -2.10716 1.11584
C -2.53161 -1.83245 -1.51099
H 2.96183 -1.00928 -3.64814
H -1.65373 3.69336 5.19772
C -1.78143 1.10952 -2.73994
H 0.89310 -2.27137 -3.94101
H -2.91044 2.42093 -6.19771
C 4.59726 -0.62099 -1.48261
C -2.43545 4.07203 1.72225
H -2.59494 -0.14397 1.43060
H -4.11264 -4.03508 0.51403
C 3.30406 -2.84354 -0.29411
H 2.08947 2.83434 3.32742
H -2.69485 4.87305 2.40145
S 3.78340 -1.13595 0.05120
H 3.65343 -1.65590 3.47470
H 0.66726 4.34130 4.64985
C -0.94655 1.94133 -3.48626
S 0.87771 -2.14230 -1.54671
*
```


Molecular formula: C36H39N3O3ReTe
Method: DFT, the ωB97M-V functional and the def2-TZVPD basis

Calculated values
orbital gap (alpha / beta) = 6.90 / 6.81 eV
highest occupied orbital energy (alpha / beta) = -13.780 / -13.713 eV
LUMO level (alpha / beta) = -6.876 / -6.898 eV

Geometry as ORCA input:
```
! wB97M-V def2-TZVPD RIJCOSX def2/J DEFGRID3
* xyz 2 2
C -1.85099 1.04780 4.61159
C -1.63529 -1.40826 -0.20116
Re 2.20117 0.94950 -1.72785
H 6.06282 0.38238 -1.89995
C -3.79444 -4.69603 -1.88800
C -3.71330 -2.49993 -0.65496
H -2.75324 -1.09507 6.88379
H -3.57731 -2.21417 -5.67168
H 2.69361 -1.39061 2.30549
C -0.48178 -1.12351 -4.86684
C -3.03245 -1.41946 -0.10934
C -1.54336 1.19066 3.26554
C -3.82046 -0.29481 0.51705
H 6.71731 0.01189 -0.23576
H 3.11604 0.19568 2.90969
C -0.35519 -2.39916 2.53138
H -4.88413 -0.52307 0.50227
H 1.08064 -1.79419 -0.29012
C -0.87875 -1.16358 3.21348
C 3.41619 -0.57947 2.20127
H -3.50713 -5.63383 -1.41099
O 5.18906 0.65552 -2.22536
C 1.89118 6.02461 -0.10677
C 0.26021 0.21255 -2.93499
C 3.36249 -0.04119 0.81766
C -0.80067 -0.42958 -3.69944
H 6.09152 0.29917 1.37508
H 0.89818 -2.39912 -1.94769
H -4.14725 -0.92890 -3.64335
C 4.54977 0.08411 -0.06635
C 2.46107 6.81789 -1.09793
C -3.04694 -3.54257 -1.28572
H 0.54278 -1.14692 -5.21316
H -2.54810 2.54271 1.88415
H -1.24347 -2.32651 -6.46465
H -1.04650 -2.19154 5.07263
H -1.12302 -4.31060 -1.81954
O 1.16157 0.23669 1.05741
C 5.91015 -0.24354 0.44682
H 0.90925 -3.51698 -0.59115
C 3.00870 6.24652 -2.24056
C -2.11999 -0.35756 -3.25636
C 2.41838 4.07208 -1.40636
H -4.79502 -2.51874 -0.59138
C -1.74814 2.54725 2.62888
C -3.11775 -0.99628 -3.96853
C -0.92539 -2.44345 -0.81316
H -1.15585 -2.94811 2.03313
N 0.27648 0.48033 -1.64468
O 1.39849 0.55488 -3.54352
C 2.39900 2.65961 -1.56147
H 3.41275 4.41384 -3.28592
N 4.26080 0.48821 -1.25403
C 2.99290 4.87422 -2.40165
H -4.87031 -4.57572 -1.77990
C -1.65872 -3.49484 -1.34534
C -2.79578 -1.71454 -5.11451
H -3.56396 -4.78828 -2.95036
N 2.26089 0.36063 0.27936
H 3.44647 6.87437 -3.00403
H 0.40139 -2.16392 1.78414
H 2.47749 7.89282 -0.97758
C 0.57534 -2.52930 -0.91170
H 0.09326 -3.06759 3.26509
H -2.02663 3.27436 3.38818
H -3.54831 -0.13427 1.56408
H -2.22379 1.90580 5.15819
C -1.68914 -0.16075 5.27619
C -1.19293 -1.24700 4.56049
Te -0.83290 0.40699 0.49983
C -1.07021 0.06781 2.56095
H -3.69493 0.65011 -0.02377
C 1.86413 4.65257 -0.25611
C -1.48230 -1.77750 -5.56427
H 5.98363 -1.31090 0.66355
C -2.02338 -0.29906 6.73191
H -2.35887 0.22491 -2.37593
H 4.40559 -0.94044 2.46188
H -0.84081 2.91797 2.14561
H 1.42473 4.02026 0.50511
H -1.13392 -0.56210 7.30624
H -2.43215 0.62323 7.13867
H 1.46952 6.48303 0.77705
*
```


Total energy? In order: -229198.6599; -229201.8816; -70028.5754; -91951.8208; -57982.7008 eV.